5 unconnected molecules or ions with the total composition C4H18N2O5 in a non-equilibrium geometry, computed with ωB97M-V with the def2-TZVPD basis set.

Bonds (Å) are listed after each position.
Geometry (Å):
1 O -1.184 2.099 -1.360  C2 1.206
2 C -1.297 0.901 -1.275  O1 1.206, N3 1.374, H8 1.053
3 N -1.158 0.337 -0.031  C2 1.374, C4 1.472, H9 1.019
4 C -0.974 -1.119 0.074  N3 1.472, C5 1.582, H10 1.129, H11 1.146
5 C 0.505 -1.527 0.462  C4 1.582, C6 1.502, H12 1.156, H13 1.062
6 C 1.241 -0.493 1.267  C5 1.502, N7 1.479, H14 1.148, H15 1.168
7 N 0.429 0.153 2.321  C6 1.479, H16 0.929, H17 1.033
8 H -1.582 0.245 -2.048  C2 1.053
9 H -1.031 0.985 0.746  N3 1.019
10 H -1.837 -1.405 0.743  C4 1.129
11 H -1.234 -1.746 -0.850  C4 1.146
12 H 1.139 -1.736 -0.481  C5 1.156
13 H 0.389 -2.290 1.192  C5 1.062
14 H 1.588 0.399 0.632  C6 1.148
15 H 2.098 -1.118 1.755  C6 1.168
16 H 0.061 0.921 1.952  N7 0.929
17 H -0.367 -0.386 2.697  N7 1.033
18 H -0.093 2.767 -0.187  O20 0.921
19 H 1.247 3.339 0.313  O20 0.979
20 O 0.314 3.152 0.544  H18 0.921, H19 0.979
21 H -1.368 -1.714 2.863  O23 0.959
22 H -0.560 -2.693 3.972  O23 1.038
23 O -1.149 -2.612 3.121  H21 0.959, H22 1.038
24 H 2.402 2.530 -3.222  O26 0.899
25 H 1.283 2.228 -2.386  O26 0.963
26 O 1.606 2.117 -3.286  H24 0.899, H25 0.963
27 H 0.252 -0.461 -3.085  O29 0.942
28 H -0.677 -1.546 -3.576  O29 0.976
29 O -0.044 -1.329 -2.867  H27 0.942, H28 0.976

Computed properties:
* energy: -17646.625 eV
* energy relative to the best compared isomer or geometry (same formula, charge and spin): 2.578 eV
* spin multiplicity: 2
* LUMO level (alpha / beta): -3.39 / -9.12 eV
* net charge: +1
* Kohn-Sham gap (alpha / beta): 0.398 / 0.181 Eh